[1]
Molecular formula: C18H28N2O6
Method: DFT, ωB97M-V/def2-TZVPD

Each line ends with the natural charge from an NBO analysis.
Element x y z (Å)
H  2.65789  -1.33563  1.31255  0.22
C  -3.11392  -0.03167  -0.87163  -0.28
H  -6.97142  -0.42804  -0.82400  0.23
H  -2.03270  0.06039  -0.88360  0.23
H  0.32408  0.92384  1.42967  0.41
C  -3.67730  -1.30615  -0.69258  -0.03
H  3.95640  -3.00400  -1.84240  0.21
C  -5.89118  -0.32415  -0.83602  -0.27
C  -2.06153  2.59244  -1.37346  -0.25
C  -2.80102  -2.52549  -0.52257  -0.52
H  5.04399  -0.06240  0.10878  0.20
H  5.02156  -1.73825  0.67275  0.21
C  -5.32816  0.93804  -1.00963  0.32
O  2.78765  0.99117  3.36388  -0.64
H  2.22377  -2.84717  -1.51292  0.21
C  -5.07145  -1.44342  -0.68182  -0.21
H  -1.74597  -2.25248  -0.60044  0.23
N  2.62088  2.22682  -1.34283  -0.60
O  -3.64028  -4.24563  0.86465  -0.60
C  4.85755  -1.09126  -0.18938  -0.61
H  4.67383  1.81721  -1.13162  0.20
H  -0.19443  0.35981  3.85629  0.23
C  2.26269  0.66828  0.59424  -0.14
O  -6.14380  2.02489  -1.16088  -0.68
O  -3.47295  2.39357  -1.22387  -0.53
H  3.32831  -3.35721  -0.21700  0.20
H  -1.54008  2.34333  -0.44435  0.18
H  0.90097  1.23970  4.94809  0.24
N  1.30038  0.88976  1.67815  -0.61
H  -0.02270  2.12958  3.71443  0.23
H  -1.66309  1.98145  -2.18986  0.19
C  -3.02701  -3.19251  0.83092  0.80
C  3.42425  -1.25302  -0.69946  -0.22
C  1.63139  1.01287  2.96256  0.67
H  1.41515  -1.23115  0.06784  0.21
H  5.56127  -1.36179  -0.97623  0.21
C  1.80691  1.39250  -0.68773  0.68
H  3.23002  1.05742  0.90666  0.23
H  4.01177  2.95725  0.06873  0.21
H  3.29402  -0.64393  -1.59316  0.19
O  0.68400  1.18201  -1.13379  -0.67
C  3.22050  -2.71557  -1.09205  -0.60
H  2.22689  2.62273  -2.18258  0.41
H  -1.85952  3.64197  -1.60565  0.20
C  2.39268  -0.85228  0.37070  -0.39
H  -3.01665  -3.24170  -1.32023  0.25
C  0.49417  1.19877  3.93855  -0.71
O  -2.51861  -2.59688  1.93297  -0.68
H  4.28439  3.47864  -1.60179  0.22
H  -2.78637  -3.16929  2.66779  0.50
C  -3.93381  1.10563  -1.03563  0.22
H  -5.52393  -2.42364  -0.55060  0.22
C  3.97526  2.63983  -0.97565  -0.42
H  -5.57471  2.80482  -1.28476  0.49

As for the SMILES: CNC(=O)[C@H](CC(C)C)NC(C)=O.COc1cc(CC(=O)O)ccc1O. As for the relative energy (zero: lowest compared OMol25 entry of this formula, charge and spin): 19.2 kcal/mol. The value obtained for the largest force on an atom is 2.0 eV/Å. Its spin multiplicity is 1. The LUMO energy is 0.44 eV.


[2]
Molecular formula: C18H28N3O2
Method: DFT, ωB97M-V/def2-TZVPD

Each line ends with the natural charge from an NBO analysis.
Element x y z (Å)
H  -2.27588  -0.59864  6.29053  0.22
H  1.60501  3.06012  -1.91753  0.51
H  4.16869  4.39214  -3.25159  0.41
C  -1.75560  0.74943  -1.68550  -0.17
C  -0.47772  -0.10323  -1.11532  0.06
H  1.92652  -1.90316  -0.90498  0.24
C  -2.36042  -2.31282  4.67204  -0.42
C  0.97273  -2.60644  -0.83735  -0.45
N  3.61082  4.72446  -4.02746  -0.52
H  -0.96900  -4.63256  3.23747  0.23
H  0.10932  -0.14948  6.24269  0.23
H  0.07351  0.10762  4.31833  0.20
N  -2.37876  -1.66487  -2.69133  -0.28
H  -1.86943  -1.45407  2.60435  0.20
H  1.64223  6.80921  -5.59539  0.23
H  1.12399  -3.47527  -1.60826  0.27
C  2.27622  5.99380  -5.27191  -0.30
O  0.36057  3.10629  0.75492  -0.50
C  -0.66420  -3.68681  1.11198  -0.43
C  -0.24361  -0.61716  5.21108  -0.65
H  0.53785  0.45247  0.96742  0.31
C  3.43823  4.06829  -5.21834  -0.09
H  -3.77132  0.21255  -3.08589  0.30
H  3.91690  3.11532  -5.39980  0.21
C  0.80796  -3.07757  0.72381  -0.42
C  -0.82129  -3.56013  2.76464  -0.41
H  0.30190  -1.64772  5.11470  0.21
C  -1.89589  -0.79475  5.19231  -0.41
H  2.92144  6.57185  -3.20342  0.22
H  -0.81015  -4.82264  0.84867  0.23
H  -1.57582  -3.09325  0.66515  0.20
C  2.91011  5.90219  -4.05301  -0.08
C  0.67372  0.66023  -0.19989  -0.56
C  -2.78609  -0.22501  -2.57318  0.05
O  0.63705  3.04273  -1.63174  -0.72
H  1.60417  -3.94612  0.90254  0.25
H  -1.93351  1.89672  -1.52755  0.31
C  0.55949  2.32257  -0.34067  0.74
C  -0.31595  -1.69770  -1.39571  0.24
H  -3.03886  -3.01513  2.59556  0.21
H  1.14191  -2.16230  1.41323  0.22
C  2.61007  4.83284  -6.00944  -0.30
C  -2.07970  -2.52927  3.06649  -0.42
N  -1.34432  -2.39068  -2.20287  -0.15
H  -3.05698  -2.23278  -3.29024  0.45
H  -3.51013  -2.39407  4.89519  0.22
H  1.75449  0.38573  -0.56466  0.27
H  -2.32456  0.01900  4.46386  0.20
H  -1.84637  -3.16285  5.33339  0.21
H  2.28281  4.58211  -7.01012  0.23
H  0.13785  -3.05117  3.22281  0.21

As for the relative energy (zero: lowest compared OMol25 entry of this formula, charge and spin): 269.5 kcal/mol. The value obtained for the largest force on an atom is 9.5 eV/Å. The charge is +1. Its spin multiplicity is 1. The LUMO energy is -5.31 eV.


[3]
Molecular formula: C18H28N4NbO4RbS
Method: DFT, ωB97M-V/def2-TZVPD

Each line ends with the natural charge from an NBO analysis.
Element x y z (Å)
H  -2.32631  -3.42226  -1.24665  0.23
C  2.89378  -0.69714  0.11978  0.87
H  -0.75121  3.82655  -3.03875  0.22
H  2.60124  2.29821  -2.29973  0.18
H  -0.75494  0.24753  7.23225  0.26
C  0.26174  0.08514  5.34390  -0.16
C  -1.43907  -3.84780  -1.73395  -0.63
H  -3.00731  0.52597  6.23590  0.26
C  -0.87067  0.24090  6.15029  -0.11
H  -3.28791  0.47043  3.71796  0.25
O  1.89023  -1.44521  2.74893  -0.86
N  0.26152  0.08203  1.56254  -0.91
N  1.87981  -0.34060  -0.45260  -0.90
C  -0.19205  -3.02388  -1.38362  0.11
H  -1.94060  -1.59545  -3.27092  0.25
C  0.31349  3.58731  -2.93290  -0.62
H  2.42380  2.23634  -0.52376  0.24
N  -0.41846  -1.59443  -1.73929  -0.63
C  0.12961  3.89865  -0.46336  -0.63
C  -2.14550  0.39204  5.57994  -0.18
H  1.26943  -0.04229  5.74336  0.26
H  0.87994  4.52350  -3.04040  0.25
C  2.13026  2.78104  -1.42722  -0.61
H  0.30146  3.47116  0.53367  0.22
H  -0.77796  -0.28033  -3.42683  0.20
O  3.91850  -1.08108  0.57459  -0.45
C  -2.31872  0.36767  4.19703  -0.13
C  1.02933  -3.54415  -2.14941  -0.63
H  2.58057  3.78093  -1.36407  0.25
O  -1.86755  0.01796  0.94432  -0.64
Nb  -0.19048  -0.03826  -0.42087  1.94
H  1.94641  -2.99971  -1.86936  0.20
C  -1.55123  1.67637  -1.64846  -0.43
H  0.99647  -2.67651  0.43686  0.23
H  -2.01836  0.76351  -1.19137  0.22
C  -1.17419  0.21204  3.37824  -0.12
H  -0.76500  -2.83000  0.71986  0.22
H  0.59703  2.92288  -3.76310  0.20
H  0.89818  -3.48328  -3.23987  0.21
N  -0.06725  1.64870  -1.45614  -0.60
C  -1.04315  0.11664  1.94935  0.68
Rb  2.03243  -0.30841  -3.36638  0.98
H  0.68511  4.84517  -0.53070  0.25
H  1.18114  -4.60022  -1.89026  0.26
C  -0.87237  -1.35022  -3.13557  -0.46
H  -0.29740  -1.96412  -3.86539  0.21
C  0.07821  -3.18127  0.10956  -0.65
H  -1.61868  -3.90417  -2.81514  0.22
O  2.28898  1.04668  2.67578  -0.85
H  0.20087  -4.25289  0.32781  0.27
C  0.61878  2.95430  -1.56868  0.11
H  -2.02102  2.54270  -1.15230  0.25
S  1.41135  -0.08682  2.81042  2.29
H  -0.93685  4.12832  -0.56712  0.21
C  0.08682  0.10606  3.96994  -0.29
H  -1.32036  -4.87929  -1.36868  0.25
H  -1.81191  1.67305  -2.71943  0.24

The value obtained for the largest force on an atom is 3.5 eV/Å. The charge is +2. Its spin multiplicity is 1. The LUMO energy (spin up / spin down) is -7.13 / -7.13 eV.


[4]
Molecular formula: C18H28N4OS
Method: DFT, ωB97M-V/def2-TZVPD

Each line ends with the natural charge from an NBO analysis.
Element x y z (Å)
C  3.01537  4.47556  1.58236  0.15
H  -0.28030  3.01022  -0.26995  0.18
H  -3.20267  -4.52671  -3.42142  0.20
C  1.78454  4.02847  2.09487  -0.21
C  2.19022  0.27560  1.84165  -0.24
H  -3.01096  3.44916  0.20029  0.46
H  -1.77244  -2.52441  -3.18846  0.19
H  0.49034  -1.54509  2.65389  0.20
N  5.10618  4.11419  0.69047  -0.62
H  -2.33096  -3.59618  -0.40131  0.20
H  -0.76910  0.37497  -1.59900  0.20
C  0.41721  -1.33971  1.58275  -0.21
H  2.19909  -0.01056  2.89975  0.21
H  0.10816  -2.53932  -1.54961  0.23
H  2.95499  -0.32925  1.32194  0.18
C  -1.69038  -3.31922  -2.43856  -0.21
H  1.04412  4.74444  2.41243  0.23
C  -0.71729  0.21708  -0.51396  -0.03
C  -2.46672  -1.47712  -0.81745  -0.21
C  -2.17946  -4.62481  -3.06488  -0.60
H  1.14397  1.29277  -0.28470  0.21
N  3.43443  5.73212  1.43061  -0.63
O  -2.07916  3.69137  0.24928  -0.71
H  -1.31306  -2.55756  1.24367  0.21
H  -2.14672  -5.43028  -2.33396  0.20
S  4.91408  5.70694  0.80422  0.95
H  -1.68933  -0.91013  1.78496  0.17
H  0.39517  -3.64716  -2.90255  0.20
C  -1.54971  1.31010  0.18487  -0.47
H  -1.54935  -4.90201  -3.90697  0.21
H  4.48149  1.44072  0.88069  0.22
H  -3.27918  -1.26365  -0.10062  0.17
C  1.57185  2.68300  2.16705  -0.20
C  -1.03088  -1.50870  1.13332  -0.23
N  -1.16963  -1.14147  -0.26146  -0.47
C  4.00171  3.52088  1.14650  0.08
H  -0.10495  -4.27870  -1.33262  0.19
H  1.33347  -0.43164  -0.67964  0.18
H  -2.62927  -0.85311  -1.70017  0.19
C  -2.57409  -2.94594  -1.24264  -0.40
N  0.85470  0.01843  1.33273  -0.45
C  -0.22628  -3.45276  -2.03086  -0.62
H  -2.61157  1.06325  0.08684  0.20
C  -1.31879  2.70129  -0.40306  -0.05
C  0.74989  0.29557  -0.08640  -0.23
H  0.63948  2.30172  2.55228  0.23
H  1.04822  -2.06877  1.04264  0.17
C  3.73756  2.14351  1.22238  -0.21
H  -3.61880  -3.12756  -1.50714  0.20
H  -1.29421  1.33056  1.24411  0.22
C  2.53359  1.73599  1.73180  -0.01
H  -1.54460  2.69393  -1.48097  0.15

As for the relative energy (zero: lowest compared OMol25 entry of this formula, charge and spin): 0.0 kcal/mol. The value obtained for the largest force on an atom is 1.2 eV/Å. Its spin multiplicity is 1. The LUMO energy is -0.44 eV.


[5]
Molecular formula: C18H28N5O6SSiTc
Method: DFT, ωB97M-V/def2-TZVPD

Each line ends with the natural charge from an NBO analysis.
Element x y z (Å)
Tc  0.37702  0.00551  0.30505  1.38
H  7.48250  -1.04996  -2.38496  0.25
C  2.24880  4.05851  3.69457  -0.43
H  -3.89702  0.97103  -0.03856  0.21
O  -0.45448  -1.68728  -0.15674  -0.67
H  -3.38221  0.65366  -2.36225  0.20
H  -2.88321  0.88164  2.62696  0.24
O  -0.41767  3.02434  -0.24187  -0.59
H  6.02055  2.31869  -0.06352  0.24
H  6.39124  -0.18289  -3.47619  0.24
Si  5.72178  0.10400  -1.11282  1.63
C  -1.69746  -2.07526  0.16054  0.78
C  -0.75971  0.86611  2.75596  0.79
H  5.47997  -0.39465  1.30527  0.24
H  -2.22628  -1.32129  2.03796  0.25
N  1.14270  1.88984  0.99646  -0.67
O  -2.16822  -3.12414  -0.16435  -0.54
S  2.51995  -0.99324  0.33801  0.07
H  3.32151  3.88749  3.78191  0.22
H  5.33947  -1.88443  0.34892  0.25
H  0.38868  1.81138  -2.56942  0.25
H  -3.52035  -1.20615  0.84107  0.23
H  2.08412  5.13119  3.67653  0.24
C  1.38895  1.46851  -2.35876  0.08
C  0.73913  4.12620  1.61466  -0.32
C  3.75457  1.49228  -2.62438  -0.10
H  3.01184  1.59882  3.64297  0.42
H  4.63020  1.89371  -3.12896  0.23
H  -2.48665  1.95916  -0.46988  0.24
O  -0.43653  1.55546  3.69395  -0.60
N  2.67702  1.37958  2.72038  -0.75
C  3.93174  0.56454  -1.59207  -0.48
C  -2.73198  0.18860  -1.62394  -0.08
H  7.58386  1.59678  -0.48202  0.25
N  1.74033  3.49150  2.45340  -0.37
C  1.87963  2.22119  2.09363  0.71
C  0.39622  3.00602  0.65456  0.69
H  2.66141  0.41343  2.43166  0.44
H  1.72959  3.63648  4.55707  0.23
C  -2.84153  0.94272  -0.32845  -0.24
H  -1.21150  -0.42739  -2.70138  0.50
H  5.88827  -1.72352  -2.75876  0.25
C  5.85639  -0.92390  0.42533  -1.13
O  -1.36557  0.25033  -2.03134  -0.74
H  6.91906  -1.13410  0.58931  0.26
C  6.43307  -0.79343  -2.56797  -1.12
C  6.55409  1.74325  -0.82773  -1.12
H  -3.04436  -0.85029  -1.50805  0.19
O  -0.04819  -0.14589  2.27048  -0.71
H  1.12708  4.99862  1.09085  0.25
H  6.59800  2.34883  -1.74024  0.24
C  2.50006  1.94087  -3.01707  -0.25
N  -2.03291  0.32300  0.74638  -0.43
C  -2.45252  -1.06846  1.00504  -0.36
H  2.38436  2.66326  -3.81312  0.24
N  1.52343  0.54817  -1.39126  -0.49
C  2.74611  0.11243  -1.02454  0.12
H  -2.09112  2.18384  1.73994  0.24
H  -0.14853  4.41020  2.18296  0.25
C  -2.03776  1.12519  1.97989  -0.35

As for the relative energy (zero: lowest compared OMol25 entry of this formula, charge and spin): 10.7 kcal/mol. The value obtained for the largest force on an atom is 1.1 eV/Å. The charge is +1. Its spin multiplicity is 4. The LUMO energy (spin up / spin down) is -3.65 / -4.34 eV.


One value per record, in order, for E: -34386.867 -27667.119 -46299.509 -37963.345 -59765.831 eV.